Entry from the OMol25 dataset: 11 unconnected molecules or ions with the total composition C20H45BF4N5O5 in a non-equilibrium geometry (ωB97M-V with the def2-TZVPD basis set).

Last column: Löwdin charge in e.
Atoms and positions in Å:
B 54.4160 43.8230 87.4670  -1.424
F 54.5700 44.8390 86.5900  0.169
F 53.5870 44.1590 88.5330  0.114
F 53.7920 42.8040 86.7350  0.113
F 55.5340 43.3410 88.0630  0.183
C 51.5790 45.5270 85.8850  -0.032
C 50.7800 46.0800 84.7130  -0.257
N 50.0070 46.3820 83.9400  0.105
H 51.9270 46.3490 86.4750  0.049
H 50.9250 44.9080 86.4460  0.025
H 52.3730 44.7560 85.4800  0.112
C 57.4930 46.3750 84.6930  -0.016
C 57.4260 47.9290 84.6440  -0.225
N 57.2940 49.0450 84.7140  0.122
H 57.7130 46.2440 83.6600  0.058
H 58.2450 45.8930 85.1280  0.003
H 56.5990 45.8180 84.9150  0.069
C 51.8640 40.4000 85.9910  -0.054
C 51.3890 41.1510 84.7850  -0.284
N 51.0330 41.7070 83.8720  0.134
H 51.1730 39.5380 86.3200  0.117
H 52.9160 40.0950 85.8640  0.060
H 51.9430 41.1960 86.6840  0.021
C 54.7940 45.7050 90.7190  -0.046
C 55.1350 45.9520 92.2010  -0.271
N 55.3270 46.1630 93.2670  0.102
H 55.5980 45.4270 90.1200  0.035
H 53.9110 44.9570 90.5450  0.110
H 54.7880 46.7480 90.3780  0.065
C 54.8310 42.7920 83.2440  -0.021
C 53.8950 43.2470 82.0380  -0.225
N 53.2540 43.6340 81.1910  0.104
H 54.6270 43.3770 84.1640  0.068
H 54.5470 41.8650 83.6430  0.027
H 55.7830 42.8860 82.9460  0.016
C 48.9520 42.5860 89.2630  -0.100
C 50.1210 43.2570 88.5500  -0.388
O 51.2940 42.6410 89.0620  -0.201
H 47.9200 42.7250 88.6400  0.117
H 48.9720 42.9150 90.3240  0.075
H 49.1700 41.5050 89.0390  0.073
H 50.3310 44.2340 88.8420  0.054
H 50.0860 43.1860 87.3100  0.147
H 52.2710 42.9200 88.4200  0.204
C 55.9190 48.2360 87.8050  -0.152
C 54.5950 48.4120 87.2860  -0.336
O 53.6770 47.4590 87.8790  -0.138
H 56.2710 48.8490 88.8850  0.158
H 56.6410 48.8170 87.2480  0.026
H 56.2670 47.1600 87.7010  0.088
H 54.6300 48.1980 86.1820  0.129
H 54.2960 49.4590 87.5770  0.136
H 53.9090 46.6590 87.2660  0.095
C 56.2700 40.1410 86.0430  -0.075
C 55.6460 39.7260 87.3890  -0.367
O 55.8580 40.6060 88.4000  -0.020
H 57.4010 40.2150 86.1220  0.068
H 55.6610 41.0570 85.4780  0.116
H 56.1080 39.3120 85.3960  0.038
H 55.8080 38.6260 87.7030  0.140
H 54.5870 39.6240 87.3230  0.073
H 55.3590 41.3130 88.1450  0.002
C 58.6060 42.8800 86.2460  -0.079
C 58.8080 43.5480 87.5280  -0.277
O 58.0870 44.7810 87.4500  -0.048
H 59.1080 43.3990 85.6450  -0.026
H 57.4800 42.7760 86.0720  0.092
H 58.9850 41.7010 85.9820  0.144
H 59.8010 43.9070 87.5200  0.104
H 58.4800 43.1340 88.4310  0.106
H 57.2310 44.5780 87.5090  -0.031
C 50.0540 46.3490 91.1530  -0.054
C 51.4820 46.3660 90.5540  -0.280
O 51.3470 47.3360 89.4880  -0.108
H 49.9800 45.7050 91.9880  0.065
H 49.4040 46.0240 90.5580  -0.031
H 49.7480 47.4430 91.2200  0.114
H 51.8690 45.4660 90.1410  0.074
H 52.1130 46.8810 91.2790  0.108
H 52.3250 47.3570 89.4100  0.042

Results
- Electronic energy: -50702.728 eV
- HOMO level: -7.532 eV
- Total charge: -1
- Kohn-Sham gap: 9.77 eV
- ΔE to the lowest compared entry with this formula, charge and spin: 183.7 kJ/mol